Entry 1:
# C5H12N2O

One molecule with the formula C5H12N2O in a non-equilibrium geometry (the ωB97M-V functional and the def2-TZVPD basis, the Open Molecules 2025 dataset).

Geometry as XYZ:
```
20
Properties=species:S:1:pos:R:3:lowdin_charge:R:1
C -0.793 -0.437 -2.057 -0.19
H 2.337 -0.285 1.041 0.14
C 0.536 -0.927 2.043 -0.08
H -2.002 1.180 -1.326 0.08
H -2.548 0.482 -2.861 0.08
H 0.956 -0.956 3.049 0.07
H -0.888 -1.389 -2.590 0.11
H 1.907 1.384 2.703 0.07
N 0.157 -0.701 -0.729 0.09
C -2.131 0.254 -1.882 -0.10
O 1.098 1.350 -0.844 0.06
H -0.510 -0.633 2.120 0.08
N 1.298 1.380 1.893 0.03
H -0.118 0.200 -2.630 0.10
H 0.617 -1.933 1.636 0.07
C 0.774 0.354 -0.218 -0.51
H 1.597 2.107 1.252 0.07
H -2.830 -0.387 -1.342 0.07
C 1.314 0.096 1.220 -0.38
H -0.770 -1.140 -0.479 0.13
```

Output
SMILES: CCNC(=O)[C@H](C)N
LUMO: 0.92 eV
Max |F|: 7.98 eV/Å
Multiplicity: 1
HOMO-LUMO gap: 10.04 eV
Energy relative to the best compared isomer or geometry (same formula, charge and spin): 2.1749 eV

---

Entry 2:
# C13H30ClLiN2O7

C13H30ClLiN2O7 as an isolated structure in a non-equilibrium geometry (the ωB97M-V functional and the def2-TZVPD basis, the Open Molecules 2025 dataset).

Geometry as XYZ:
```
54
Properties=species:S:1:pos:R:3:lowdin_charge:R:1
H -1.037 -3.675 4.108 0.11
H 2.714 -2.992 1.100 0.08
O 1.509 1.966 -0.198 -0.27
C -3.340 3.653 -2.699 -0.15
H -1.465 -5.210 0.820 0.11
H -1.680 -1.119 4.441 0.11
H 0.923 4.150 -1.581 0.11
H 0.668 -5.936 1.484 0.11
H -2.714 -3.409 3.842 0.10
H 2.352 1.893 -2.074 0.13
C -1.718 -3.151 3.435 -0.22
H -3.213 2.567 -2.690 0.10
H -1.772 2.943 -4.355 0.12
C 2.301 -3.937 1.449 -0.10
Cl 4.358 -0.311 -0.055 -0.59
H 0.136 0.361 3.991 0.07
C 0.462 -1.639 -0.898 -0.99
H 1.564 3.246 -3.818 0.11
O -0.145 -1.471 3.143 -0.18
H 3.287 2.979 -0.157 0.09
H -2.157 -1.236 2.698 0.12
H -1.748 -5.570 2.551 0.09
O 0.917 -3.848 1.636 -0.17
C 2.341 2.926 0.381 -0.14
C 0.573 3.214 -2.032 -0.18
H 0.536 -5.149 3.110 0.10
H -4.155 3.866 -3.413 0.08
H 2.505 -4.748 0.741 0.08
C -1.495 -1.624 3.482 -0.23
O 0.293 -0.958 0.198 -0.23
H -0.445 3.068 -1.675 0.12
O 1.456 -1.267 -1.649 -0.25
H 1.865 3.922 0.413 0.07
C 0.233 -0.128 3.005 -0.14
H -2.186 4.555 -4.974 0.11
C 0.342 -5.045 2.032 -0.25
O -2.164 4.351 -2.948 -0.21
H 1.246 -0.010 2.631 0.08
O -0.181 -2.727 -1.095 -0.17
H 2.859 -4.144 2.380 0.07
C 1.355 1.962 -1.615 -0.19
N -1.662 -3.553 2.046 -0.05
C -1.195 -4.938 1.839 -0.19
C -0.114 4.319 -4.159 -0.23
H 2.478 2.821 1.459 0.09
Li 1.954 0.059 -0.091 0.47
H -0.379 0.472 2.324 0.08
H -0.030 5.312 -3.685 0.11
H -2.609 -3.571 1.690 0.11
H 0.869 1.036 -1.934 0.12
H 0.294 4.509 -5.156 0.11
H -3.799 3.959 -1.757 0.08
C -1.589 4.014 -4.230 -0.21
N 0.605 3.243 -3.495 -0.06
```

Output
LUMO: 4.34 eV
Charge: -2
Max |F|: 2.08 eV/Å
Multiplicity: 1
HOMO-LUMO gap: 3.53 eV
Energy relative to the best compared isomer or geometry (same formula, charge and spin): 3.2785 eV

---

Entry 3:
# C5H9NO4

One molecule with the formula C5H9NO4 in a non-equilibrium geometry (the ωB97M-V functional and the def2-TZVPD basis, the Open Molecules 2025 dataset).

Geometry as XYZ:
```
19
Properties=species:S:1:pos:R:3:lowdin_charge:R:1
C -0.639 -1.557 0.475 -0.07
H -0.505 -2.336 -0.165 0.08
H 0.522 -0.130 2.370 0.11
H -2.054 -0.672 -1.075 0.17
C 0.817 -1.582 1.147 -0.42
O 0.961 -1.001 2.456 0.05
O -1.626 2.385 -1.293 0.10
C -1.316 -0.307 -0.216 -0.10
C -0.618 2.031 -0.760 -0.58
O 1.760 -2.029 0.563 0.11
O 0.174 2.732 -0.018 0.10
H 0.946 2.057 0.179 0.12
H -1.844 0.388 0.487 0.12
H 1.767 0.955 -1.535 0.09
H -1.330 -1.907 1.193 0.10
C -0.160 0.474 -0.885 -0.19
H -0.116 0.296 -1.916 0.10
H 1.816 -0.369 -0.360 0.06
N 1.446 0.569 -0.647 0.04
```

Output
SMILES: N[C@@H](CCC(=O)O)C(=O)O
LUMO: 0.28 eV
Max |F|: 4.02 eV/Å
Multiplicity: 1
HOMO-LUMO gap: 10.18 eV
Energy relative to the best compared isomer or geometry (same formula, charge and spin): 2.8040 eV

---

Entry 4:
# C34H50P2Pb

C34H50P2Pb as an isolated structure in a non-equilibrium geometry (the ωB97M-V functional and the def2-TZVPD basis, the Open Molecules 2025 dataset).

Geometry as XYZ:
```
87
Properties=species:S:1:pos:R:3:lowdin_charge:R:1
H -4.998 -0.630 -0.115 0.09
H 5.069 -2.503 0.781 0.09
Pb 1.609 -0.076 0.306 1.33
H -4.610 1.365 1.147 0.08
C -5.506 2.938 -2.812 -0.19
C -0.790 1.877 2.786 -0.20
C -5.208 1.437 0.237 -0.14
C 4.527 -3.449 0.861 -0.04
H 3.899 -0.132 3.058 0.09
C 2.200 -2.455 0.498 -0.11
H 2.712 1.732 3.455 0.07
C -5.420 2.662 -0.291 -0.09
C 0.389 -0.751 3.579 -0.21
H -4.847 -0.504 -3.110 0.10
H -6.516 4.104 -1.340 0.12
C 1.138 -4.995 0.489 -0.02
C 3.300 -5.971 0.954 -0.02
C 2.916 2.501 2.702 -0.03
H 5.444 -0.174 2.160 0.12
H 0.743 -6.010 0.495 0.13
C -5.787 0.133 -0.209 -0.19
H -6.645 -0.970 -1.820 0.12
C 1.992 3.797 -0.039 -0.03
H 4.156 -1.540 -0.612 0.03
H -7.214 2.501 -1.527 0.11
P -0.193 0.276 2.211 0.80
H -6.171 3.309 -3.610 0.13
H 5.255 -6.772 1.294 0.12
H 1.204 -0.210 4.106 0.07
C 0.298 -3.963 0.205 -0.06
H -4.218 1.632 -3.981 0.10
H -2.410 -0.534 2.014 0.10
H -0.777 -4.043 -0.037 0.13
H -0.738 2.807 -1.320 0.07
H 0.216 -1.842 -0.045 -0.04
C 2.990 1.908 -2.409 -0.03
H -1.222 -0.856 -3.080 0.07
C 4.664 -5.861 1.125 -0.04
C -6.261 3.039 -1.471 -0.20
C -0.823 1.972 -2.049 -0.20
H 5.502 -0.554 -1.201 0.12
H -6.588 -0.189 0.478 0.13
H -4.963 3.527 0.199 0.10
H -1.263 -1.662 1.226 0.08
P -0.509 0.413 -1.203 0.83
C 3.850 0.730 1.067 -0.31
C 2.730 2.522 0.109 -0.29
H 3.983 -0.710 -2.128 0.09
H -0.268 -1.935 -1.970 0.05
H -4.664 3.648 -2.786 0.11
C 3.142 1.950 1.346 -0.30
C 4.352 -0.241 2.065 -0.03
H 2.679 4.648 0.042 0.11
H -0.913 2.566 1.922 0.06
C 3.885 0.566 -0.384 -0.31
H 2.196 2.628 -2.623 0.06
H -0.041 2.304 3.485 0.07
C 3.183 1.692 -0.957 -0.30
H 6.404 -4.513 1.196 0.13
C 0.876 -2.687 0.208 -0.28
H 3.915 2.301 -2.849 0.11
C -4.946 1.598 -3.169 -0.12
C -5.310 0.389 -2.683 -0.11
H 1.226 3.932 0.731 0.07
C 5.309 -4.593 1.072 -0.02
H -1.762 1.683 3.285 0.08
H 3.811 3.039 3.042 0.11
C -6.342 0.076 -1.647 -0.20
H -2.571 -0.645 -0.629 0.10
H -0.488 -0.906 4.237 0.08
C 2.510 -4.828 0.739 -0.15
C -0.334 -0.931 -2.428 -0.21
C 3.104 -3.495 0.717 -0.16
H 2.753 -6.937 0.957 0.14
H -0.061 2.109 -2.844 0.07
H 2.751 0.987 -2.955 0.08
H 1.490 3.876 -1.005 0.06
C -1.555 -0.596 1.321 -0.36
H 4.104 -1.262 1.761 0.03
H -2.418 1.011 0.105 0.08
H 0.792 -1.715 3.203 0.07
H -1.851 1.901 -2.464 0.06
H 2.085 3.211 2.728 0.07
C 4.409 -0.606 -1.123 -0.03
H 0.609 -0.764 -2.993 0.07
H -7.257 0.674 -1.730 0.11
C -1.913 0.037 -0.059 -0.34
```

Output
LUMO (alpha / beta): -7.63 / -7.61 eV
Charge: +2
Max |F|: 2.64 eV/Å
Multiplicity: 1
HOMO-LUMO gap (alpha / beta): 5.40 / 5.44 eV
Energy relative to the best compared isomer or geometry (same formula, charge and spin): 0.0000 eV

---

Entry 5:
# C4H5N3O2

A 2-piece molecular cluster, C4H5N3O2 overall in a non-equilibrium geometry (the ωB97M-V functional and the def2-TZVPD basis, the Open Molecules 2025 dataset).

Geometry as XYZ:
```
14
Properties=species:S:1:pos:R:3:lowdin_charge:R:1
N -1.581 -0.094 -0.792 0.06
H 2.282 -0.881 -1.522 0.09
O -0.100 2.400 3.123 0.13
O -2.239 2.246 2.374 0.12
H 1.377 -1.747 -0.370 0.12
H -2.590 0.725 0.924 0.13
C -1.100 2.176 2.572 -0.57
H -2.460 -0.598 -0.940 0.03
C -1.626 0.531 0.328 -0.33
C 1.344 0.131 -0.110 0.00
C 0.788 0.721 0.868 -0.12
N -0.558 0.922 1.076 -0.01
N 1.735 -0.921 -0.746 0.21
H 1.370 1.220 1.677 0.15
```

Output
LUMO: -0.34 eV
Max |F|: 5.39 eV/Å
Multiplicity: 1
HOMO-LUMO gap: 8.18 eV
Energy relative to the best compared isomer or geometry (same formula, charge and spin): 4.7234 eV

---

Entry 6:
# C20H44AlCaClFN3O12P3S

C20H44AlCaClFN3O12P3S as an isolated structure in a non-equilibrium geometry (the ωB97M-V functional and the def2-TZVPD basis, the Open Molecules 2025 dataset).

Geometry as XYZ:
```
87
Properties=species:S:1:pos:R:3:lowdin_charge:R:1
F 1.384 -4.332 -1.016 -0.66
O -1.019 6.935 2.929 -0.39
P -1.323 -1.598 -2.666 0.84
C -4.722 0.128 -1.533 -0.19
H 0.488 8.248 5.515 0.11
H -3.107 -4.607 -2.030 0.16
H 1.147 -2.523 -0.490 0.06
H 6.546 5.972 5.518 0.09
H 2.178 0.597 -1.029 -0.20
H 0.243 -2.827 3.351 0.08
C -3.501 -0.045 -2.664 -0.21
Al 2.233 0.425 -2.533 0.87
C 0.773 4.943 4.015 -0.20
O 0.185 -6.975 -5.287 0.01
H 0.070 4.072 4.425 0.13
H -2.485 -7.535 -5.836 0.09
H 0.769 0.001 -2.587 -0.12
C 0.914 4.695 2.395 -0.21
H -1.613 -7.358 -7.376 0.09
O -6.351 0.886 -4.064 -0.12
H -2.096 -4.209 0.377 0.11
H 2.911 3.629 2.940 0.13
H -0.128 4.233 2.045 0.11
H 3.162 -1.776 4.050 -0.09
O 0.839 7.823 4.666 -0.23
H 1.024 5.708 1.820 0.12
H 7.689 3.740 4.476 0.09
O -1.496 -3.210 -1.944 -0.26
Cl 3.963 -0.820 5.561 -0.05
C 5.855 2.764 5.179 -0.15
H -3.186 -6.539 -7.146 0.09
H 0.958 -3.391 1.683 0.09
O 2.656 1.195 1.096 -0.36
H 3.819 -0.278 3.053 0.04
H -3.409 0.978 -3.266 0.17
O -6.453 -1.020 -5.056 -0.03
H 0.982 1.923 2.487 0.14
H -3.680 -2.781 -2.150 0.10
C 0.740 -1.442 -0.686 -0.33
H -2.240 -4.182 -7.371 0.09
H 2.854 4.201 1.140 0.14
C -2.906 -3.497 -1.641 -0.26
C 4.914 4.602 6.037 -0.16
H -0.351 -1.367 -0.207 0.07
H 2.872 -1.014 0.136 0.06
H 3.924 -1.998 2.248 0.12
H -0.635 -2.340 1.754 0.05
C -0.357 -5.893 -5.469 -0.32
O -5.333 0.592 -5.937 0.00
P 1.761 -0.062 0.216 0.44
N 4.752 3.258 5.826 0.00
C 1.657 2.216 1.554 -0.31
C 6.727 3.809 4.967 -0.11
P 1.524 -0.914 2.230 1.04
O 0.176 0.738 0.279 -0.40
N -1.554 -5.698 -6.125 -0.21
O -2.293 -0.381 -1.885 -0.30
N -6.046 0.153 -5.019 -0.64
C -2.132 -4.382 -6.301 -0.07
H 1.287 -1.779 -2.925 0.14
H 1.789 5.028 4.589 0.12
H -4.160 0.516 -0.554 0.07
H -2.951 -2.477 0.438 0.05
H -4.017 -4.083 0.389 0.09
H -3.851 -0.919 -3.384 0.14
H -5.498 0.955 -1.823 -0.04
H -5.210 -0.901 -1.248 0.12
H -0.502 2.684 0.491 0.14
H 1.053 2.538 -0.704 0.13
C 0.438 -2.484 2.226 -0.29
H 5.924 1.715 4.924 0.09
Ca -6.448 1.494 -0.109 1.73
H -3.116 -4.360 -5.823 0.09
C 6.132 4.972 5.511 -0.11
C -2.258 -6.847 -6.656 -0.05
C -3.030 -3.564 0.009 -0.10
C 3.252 -1.321 2.964 -0.41
S -0.246 6.537 4.244 0.82
H 4.151 5.180 6.542 0.10
C 2.197 3.701 1.993 -0.11
C 0.530 -1.111 -2.311 -0.28
O -1.322 6.418 5.359 -0.39
C 0.551 2.164 0.300 -0.19
H 3.945 2.715 6.105 0.13
H 0.094 -4.955 -5.106 0.13
H -1.500 -3.610 -5.853 0.06
O -1.506 -1.679 -4.245 -0.33
```

Output
LUMO: -7.93 eV
Charge: +1
Max |F|: 7.20 eV/Å
Multiplicity: 1
HOMO-LUMO gap: 1.85 eV
Energy relative to the best compared isomer or geometry (same formula, charge and spin): 13.1230 eV

---

Entry 7:
# C31H34N6O2SbScSe4

C31H34N6O2SbScSe4 as an isolated structure (the ωB97M-V functional and the def2-TZVPD basis, the Open Molecules 2025 dataset).

Geometry as XYZ:
```
79
Properties=species:S:1:pos:R:3:lowdin_charge:R:1
Se 1.159 -5.852 -2.760 -0.17
C -2.238 -1.283 -1.304 -0.19
H 0.672 2.937 -3.925 0.13
H 0.327 -4.113 0.070 0.04
C -2.699 -5.646 -0.350 -0.08
C 2.871 1.924 3.807 -0.27
H -3.341 0.306 2.815 0.12
H -2.855 -1.861 1.531 0.11
H 4.108 1.863 -2.091 0.12
Sc 0.980 -0.734 -1.342 0.37
H 0.863 -0.990 5.026 0.14
N -0.200 -1.911 3.632 0.08
H -1.075 0.289 0.847 0.11
C 1.592 0.189 1.860 -0.28
H -2.894 -1.972 3.285 0.12
H -2.593 6.327 -2.295 0.08
C -0.729 -4.238 -0.133 -0.08
H -3.656 3.854 -0.070 0.12
Se 0.459 -1.924 -3.598 0.09
C 1.387 0.032 3.292 -0.10
H -3.345 2.049 1.428 0.15
C -1.005 1.904 -1.080 -0.28
H -0.479 -2.488 4.412 0.16
H 4.214 0.270 -4.039 0.12
C 3.150 1.279 0.134 -0.09
C -2.335 -0.045 2.581 -0.14
C -0.679 2.637 -2.260 -0.10
H -4.150 -1.953 -1.864 0.16
C -2.329 -1.564 2.442 -0.13
H 4.020 1.945 0.097 0.13
O -0.372 0.860 -0.729 -0.15
C 0.665 -0.973 3.958 -0.02
C -3.252 5.459 -2.246 -0.05
C 0.439 2.232 -3.119 -0.08
O 0.992 -0.498 1.006 -0.15
C 2.577 1.184 1.479 -0.09
C 2.050 0.921 4.203 0.00
H -3.691 5.325 -3.236 0.08
H 3.276 3.904 4.550 0.08
C 3.837 0.803 -2.015 -0.19
Sb 2.196 -3.697 -2.951 -0.24
C -0.935 -2.190 2.399 -0.15
H -0.764 -6.316 0.301 0.11
H -0.352 -1.835 1.560 0.08
C -1.351 -5.463 -0.010 -0.10
C 2.205 0.986 -3.971 -0.24
H -1.684 0.262 3.404 0.12
H -1.026 -3.270 2.309 0.13
H -4.058 5.688 -1.550 0.08
N 1.122 1.172 -2.998 -0.02
H -2.319 -0.262 -1.640 0.13
H 3.241 2.655 5.794 0.08
C -1.496 -3.171 -0.594 -0.24
Se 4.181 -3.330 -4.260 -0.18
H -4.495 -4.750 -1.139 0.11
N 2.847 0.641 -0.919 -0.03
Se 2.570 -2.663 -0.638 0.08
H 3.878 2.726 2.083 0.13
H 2.513 1.960 -4.372 0.12
C -3.465 -4.607 -0.841 -0.02
H 1.815 0.375 -4.786 0.09
N -1.161 -1.825 -0.801 0.03
C -2.483 1.683 0.875 0.01
H -3.139 -6.630 -0.258 0.10
C -2.500 4.230 -1.815 -0.26
H 1.874 0.779 5.265 0.12
C -1.410 3.754 -2.581 0.04
H 4.725 0.243 -1.716 0.13
N -3.275 -2.145 -1.410 0.14
H -1.135 4.301 -3.478 0.13
C 3.373 0.251 -3.344 -0.23
C 3.142 2.000 2.421 0.03
C -2.829 -3.377 -0.959 -0.19
C 3.539 2.867 4.768 -0.05
H 4.626 2.787 4.711 0.08
C -2.826 3.527 -0.689 0.01
C -2.102 2.374 -0.296 -0.12
N -1.898 0.630 1.366 0.10
H 3.135 -0.809 -3.235 -0.02
```

Output
LUMO: -1.42 eV
Max |F|: 0.15 eV/Å
Multiplicity: 1
HOMO-LUMO gap: 4.30 eV
Energy relative to the best compared isomer or geometry (same formula, charge and spin): 1.0630 eV

---

Entry 8:
# C11H18BeN5O7

C11H18BeN5O7 as an isolated structure in a non-equilibrium geometry (the ωB97M-V functional and the def2-TZVPD basis, the Open Molecules 2025 dataset).

Geometry as XYZ:
```
42
Properties=species:S:1:pos:R:3:lowdin_charge:R:1
C -2.810 -0.953 2.857 -0.27
N 4.786 -0.256 -0.268 0.16
C -4.807 -1.384 -3.262 0.03
C -2.414 -1.126 -1.737 0.03
H 6.622 -0.508 1.263 0.10
H 5.803 -0.352 2.792 0.12
H 4.007 -0.177 -0.908 0.05
H -2.593 0.197 1.160 0.08
O 3.562 0.123 1.580 -0.01
H 1.420 2.789 0.871 0.08
H 2.189 1.383 1.544 0.03
H 1.987 2.604 4.800 0.11
H -1.474 -1.076 1.188 0.05
Be 1.946 2.571 -2.657 0.99
N -3.495 -1.410 3.653 0.14
H -1.151 0.278 2.250 0.08
H 2.199 1.162 3.775 0.09
O 0.352 1.098 -1.668 -0.10
C -3.999 -0.284 -3.453 0.05
O 1.110 4.032 2.983 0.03
H -4.304 0.523 -4.104 0.14
C -2.861 -0.128 -2.638 -0.27
H 1.973 -0.575 0.057 0.11
C -4.385 -2.348 -2.344 -0.26
O -2.197 1.006 -2.748 0.14
H -1.308 0.938 -2.334 0.08
C -1.944 -0.347 1.850 -0.07
N 5.773 -0.422 1.792 0.18
C 1.592 2.919 2.876 -0.69
O -5.192 -3.383 -2.080 0.13
H 5.685 -0.458 -0.669 0.10
N 2.027 2.139 3.910 0.16
H -2.966 -3.017 -0.888 0.14
O 2.383 0.342 -1.666 -0.06
O 1.042 -0.255 0.047 0.13
C 1.242 0.346 -1.143 -0.76
H -1.517 -0.963 -1.155 0.11
H -5.751 -1.376 -3.788 0.14
C 4.665 -0.128 1.078 -0.63
N 1.724 2.272 1.675 0.14
H -5.770 -3.527 -2.842 0.14
C -3.153 -2.269 -1.647 0.05
```

Output
LUMO: -8.63 eV
Charge: +1
Max |F|: 3.14 eV/Å
Multiplicity: 1
HOMO-LUMO gap: 2.25 eV